Record 1
Computed, not measured: the molecule C4H10O2, with the ωB97M-V functional and the def2-TZVPD basis.

The geometry in ORCA input format:
```
! RIJCOSX wB97M-V def2-TZVPD def2/J DEFGRID3
* xyz 0 1
C 2.20525 -0.06045 -0.05920
O 1.32882 -0.91474 -0.76397
C -0.01302 -0.47274 -0.96849
C -0.69906 -0.08114 0.34818
C -1.78181 0.98663 0.27959
O -1.23429 -1.20816 1.01942
H 2.99155 -0.68717 0.36836
H 2.67761 0.69367 -0.69985
H 1.72029 0.46869 0.76666
H -0.51423 -1.34243 -1.41164
H -0.06081 0.34800 -1.69910
H 0.08601 0.36602 0.96356
H -1.93308 1.38596 1.28733
H -2.74196 0.60210 -0.07318
H -1.46664 1.81886 -0.35869
H -0.56462 -1.90311 1.00103
*
```

* SMILES: COC[C@@H](C)O
* HOMO: -9.7 eV
* DFT total energy: -308.84623 hartree
* LUMO energy: 0.92 eV

***

Record 2
Computed, not measured: a cluster of 10 separate species, C20H30N10 in total in a non-equilibrium geometry, with the ωB97M-V functional and the def2-TZVPD basis.

The geometry in ORCA input format:
```
! RIJCOSX wB97M-V def2-TZVPD def2/J DEFGRID3
* xyz 0 1
C -2.73311 1.49288 1.21322
C -3.92635 2.17114 0.70064
N -4.91870 2.59502 0.33592
H -1.83501 1.95672 0.80534
H -2.92845 0.47637 0.87169
H -2.77056 1.33091 2.29047
C 0.37334 0.27508 0.25873
C -0.60676 0.12554 1.33798
N -1.41916 -0.00828 2.21084
H 0.46744 1.25907 -0.20061
H 0.05453 -0.40048 -0.53504
H 1.36710 -0.06549 0.54951
C 2.09726 -1.71502 -0.89374
C 3.01405 -0.82044 -0.24981
N 3.77337 -0.05058 0.16953
H 2.07962 -2.59738 -0.25403
H 2.42854 -2.05622 -1.87452
H 1.08385 -1.31389 -0.90745
C 2.68817 0.46059 -3.44384
C 1.58609 0.32222 -2.48693
N 0.69116 0.17243 -1.76069
H 3.61038 0.55073 -2.86980
H 2.61976 1.31524 -4.11688
H 2.64278 -0.49327 -3.96937
C -0.87429 -2.08717 -2.41716
C -1.30145 -1.71671 -3.77902
N -1.60250 -1.39656 -4.84171
H -1.78739 -2.39230 -1.90602
H -0.45342 -1.22807 -1.89477
H -0.27132 -2.99514 -2.42897
C 2.76441 3.03998 0.24478
C 1.38438 3.20587 -0.22769
N 0.28647 3.33583 -0.61465
H 3.41760 3.35803 -0.56779
H 2.87083 1.96877 0.41591
H 2.94360 3.51889 1.20740
C -1.61017 2.43011 -1.75073
C -1.82581 1.00777 -1.63222
N -1.89815 -0.08894 -1.55135
H -0.60679 2.56103 -2.15592
H -1.63702 2.90983 -0.77234
H -2.38173 2.81045 -2.42016
C -1.29082 -2.38264 0.43926
C -2.04501 -3.70180 0.59194
N -2.64544 -4.70378 0.68983
H -1.15160 -2.16808 -0.62031
H -0.38878 -2.47803 1.04368
H -1.92117 -1.61965 0.89600
C -3.20699 -0.24530 3.71018
C -2.60489 -1.56064 3.99585
N -2.13160 -2.61315 4.30833
H -3.85973 0.04485 4.53349
H -3.90506 -0.10630 2.88465
H -2.26994 0.30652 3.63589
C 3.79952 -0.68665 2.32018
C 2.82049 0.30648 2.24533
N 2.00933 1.14003 2.20482
H 4.08433 -0.69900 3.37225
H 4.58206 -0.45444 1.59781
H 3.26871 -1.60301 2.06204
*
```

* SMILES: CC#N.CC#N.CC#N.CC#N.CC#N.CC#N.CC#N.CC#N.CC#N.CC#N
* HOMO: -10.5 eV
* DFT total energy: -1327.12750 hartree
* LUMO energy: -0.29 eV

***

Q: The lowest DFT total energy belongs to which entry?
A: C20H30N10

***

Q: Which of these has the lowest LUMO energy?
A: C20H30N10

***

Copy entry 2 word for word.
Computed, not measured: a cluster of 10 separate species, C20H30N10 in total in a non-equilibrium geometry, with the ωB97M-V functional and the def2-TZVPD basis.

The geometry in ORCA input format:
```
! RIJCOSX wB97M-V def2-TZVPD def2/J DEFGRID3
* xyz 0 1
C -2.73311 1.49288 1.21322
C -3.92635 2.17114 0.70064
N -4.91870 2.59502 0.33592
H -1.83501 1.95672 0.80534
H -2.92845 0.47637 0.87169
H -2.77056 1.33091 2.29047
C 0.37334 0.27508 0.25873
C -0.60676 0.12554 1.33798
N -1.41916 -0.00828 2.21084
H 0.46744 1.25907 -0.20061
H 0.05453 -0.40048 -0.53504
H 1.36710 -0.06549 0.54951
C 2.09726 -1.71502 -0.89374
C 3.01405 -0.82044 -0.24981
N 3.77337 -0.05058 0.16953
H 2.07962 -2.59738 -0.25403
H 2.42854 -2.05622 -1.87452
H 1.08385 -1.31389 -0.90745
C 2.68817 0.46059 -3.44384
C 1.58609 0.32222 -2.48693
N 0.69116 0.17243 -1.76069
H 3.61038 0.55073 -2.86980
H 2.61976 1.31524 -4.11688
H 2.64278 -0.49327 -3.96937
C -0.87429 -2.08717 -2.41716
C -1.30145 -1.71671 -3.77902
N -1.60250 -1.39656 -4.84171
H -1.78739 -2.39230 -1.90602
H -0.45342 -1.22807 -1.89477
H -0.27132 -2.99514 -2.42897
C 2.76441 3.03998 0.24478
C 1.38438 3.20587 -0.22769
N 0.28647 3.33583 -0.61465
H 3.41760 3.35803 -0.56779
H 2.87083 1.96877 0.41591
H 2.94360 3.51889 1.20740
C -1.61017 2.43011 -1.75073
C -1.82581 1.00777 -1.63222
N -1.89815 -0.08894 -1.55135
H -0.60679 2.56103 -2.15592
H -1.63702 2.90983 -0.77234
H -2.38173 2.81045 -2.42016
C -1.29082 -2.38264 0.43926
C -2.04501 -3.70180 0.59194
N -2.64544 -4.70378 0.68983
H -1.15160 -2.16808 -0.62031
H -0.38878 -2.47803 1.04368
H -1.92117 -1.61965 0.89600
C -3.20699 -0.24530 3.71018
C -2.60489 -1.56064 3.99585
N -2.13160 -2.61315 4.30833
H -3.85973 0.04485 4.53349
H -3.90506 -0.10630 2.88465
H -2.26994 0.30652 3.63589
C 3.79952 -0.68665 2.32018
C 2.82049 0.30648 2.24533
N 2.00933 1.14003 2.20482
H 4.08433 -0.69900 3.37225
H 4.58206 -0.45444 1.59781
H 3.26871 -1.60301 2.06204
*
```

* SMILES: CC#N.CC#N.CC#N.CC#N.CC#N.CC#N.CC#N.CC#N.CC#N.CC#N
* HOMO: -10.5 eV
* DFT total energy: -1327.12750 hartree
* LUMO energy: -0.29 eV

***

Q: Which formula does entry 2 have?
A: C20H30N10